No. 1
# C4H6BCl2N2O2

A structure of composition C4H6BCl2N2O2 at a distorted geometry (ωB97M-V with the def2-TZVPD basis set, the OMol25 dataset).

Summary:
Highest occupied orbital energy (alpha / beta) in Ha: -0.434 / -0.553
DFT total energy in a.u.: -1360.99734
Orbital gap (alpha / beta) in hartree: 0.260 / 0.242
ΔE to the lowest compared entry with this formula, charge and spin in kJ/mol: 0.0
2S+1: 3
Total charge: +1

Each line ends with the Mulliken charge.
Atoms and positions in Å:
Cl1 -4.222 -0.433 -0.576  -0.057
Cl2 -1.425 -2.294 1.007  0.120
O1 0.963 -1.601 -1.441  -0.490
O2 1.804 -0.996 0.754  -0.505
N1 -2.717 0.945 0.984  -0.357
N2 -0.500 0.451 1.270  0.089
C1 -0.472 -0.297 0.126  -0.254
C2 -1.580 1.172 1.583  -0.143
C3 -2.779 0.227 -0.103  0.484
C4 -1.525 0.033 -0.894  -0.586
B1 0.899 -1.060 -0.231  0.690
H1 2.640 -1.458 0.673  0.307
H2 0.292 0.345 1.902  0.252
H3 -1.606 -0.766 -1.630  0.364
H4 -1.547 1.894 2.389  0.441
H5 -1.234 0.948 -1.426  0.341
H6 1.723 -2.112 -1.733  0.305

***

No. 2
# C3H4N2S

A structure of composition C3H4N2S at a distorted geometry (ωB97M-V with the def2-TZVPD basis set, the OMol25 dataset).

Summary:
Highest occupied orbital energy in Ha: -0.337
DFT total energy in a.u.: -624.16047
Orbital gap in hartree: 0.312
ΔE to the lowest compared entry with this formula, charge and spin in kJ/mol: 696.6
2S+1: 1

Each line ends with the Mulliken charge.
Atoms and positions in Å:
S1 -0.262 0.607 2.111  -0.136
N1 -0.392 -0.555 0.876  -0.464
N2 -0.103 -1.373 -1.315  -0.567
C1 0.360 0.887 -0.854  -0.350
C2 -0.056 -0.382 -0.407  0.560
C3 0.824 1.793 -1.556  -0.137
H1 0.625 -0.397 3.294  0.148
H2 1.421 2.456 -2.303  0.337
H3 -0.693 -1.952 -0.678  0.267
H4 -1.726 -1.083 0.833  0.341

***

No. 3
# C4H10NS

A structure of composition C4H10NS at a distorted geometry (ωB97M-V with the def2-TZVPD basis set, the OMol25 dataset).

Summary:
Highest occupied orbital energy (alpha / beta) in Ha: -0.251 / -0.251
DFT total energy in a.u.: -611.07586
Orbital gap (alpha / beta) in hartree: 0.192 / 0.191
ΔE to the lowest compared entry with this formula, charge and spin in kJ/mol: 555.3
2S+1: 2

Each line ends with the Mulliken charge.
Atoms and positions in Å:
S1 -1.819 -1.351 -0.637  -0.410
N1 2.530 0.170 1.586  -0.425
C1 -1.427 1.923 -0.611  -0.481
C2 3.061 -0.231 0.324  -0.615
C3 -0.625 1.079 0.265  -0.120
C4 -0.345 -0.397 -0.154  -0.728
H1 2.947 -1.327 0.137  0.282
H2 0.356 -0.382 -0.978  0.215
H3 4.121 -0.083 0.134  0.327
H4 2.375 1.194 1.512  0.245
H5 -0.316 1.383 1.297  0.389
H6 0.260 -0.896 0.595  0.320
H7 -1.675 1.692 -1.649  0.304
H8 -1.202 3.104 -0.602  0.281
H9 -1.961 1.172 0.197  0.218
H10 2.518 0.328 -0.496  0.198